*i*
9
Properties=species:S:1:pos:R:3 method="wB97M-V/def2-TZVPD" e_homo_ev="-8.58 / -8.58" gap_ev="8.49 / 8.49"
C -0.91 -0.04 -0.06
C -0.21 1.16 -0.07
C 1.21 -0.95 -0.11
C -0.16 -1.16 -0.02
C 1.13 1.08 0.01
N 2.18 -0.24 -0.02
H -2.04 0.15 0.03
H -0.67 2.06 0.02
H -0.53 -2.07 0.21



*ii*
9
Properties=species:S:1:pos:R:3 method="wB97M-V/def2-TZVPD" e_homo_ev="-8.39 / -8.40" gap_ev="6.93 / 6.94"
C 0.27 -1.17 -0.38
C 1.48 -1.32 -0.02
C 0.15 1.21 -0.36
C -0.62 -0.08 -0.59
C 2.03 0.12 0.49
N 1.39 1.15 -0.04
H -0.76 0.21 -1.69
H -1.61 0.04 -0.23
H 2.86 0.13 1.32



What should be chosen as the most stable of them? Choose *i*.



*i*
9
Properties=species:S:1:pos:R:3 method="wB97M-V/def2-TZVPD" e_homo_ev="-8.98 / -8.78" gap_ev="7.80 / 8.35"
C 1.21 -0.46 -0.86
C -0.07 -0.79 -0.80
C -0.18 0.15 0.80
C 1.16 0.57 0.26
C -1.19 -0.71 -0.02
N -0.95 -0.68 1.40
H 1.95 0.44 1.00
H 1.17 1.59 -0.12
H -3.09 -0.12 -1.66



*ii*
9
Properties=species:S:1:pos:R:3 method="wB97M-V/def2-TZVPD" e_homo_ev="-10.01 / -10.02" gap_ev="7.91 / 7.92"
C -2.72 -0.36 0.63
C 0.39 -0.10 0.62
C 1.17 0.44 -0.26
C 2.00 0.72 -1.20
C -0.52 -0.49 1.39
N -3.72 -0.64 0.15
H 1.48 1.41 -1.88
H 2.94 0.31 -1.40
H -1.02 -1.30 1.96



*iii*
9
Properties=species:S:1:pos:R:3 method="wB97M-V/def2-TZVPD" e_homo_ev=-9.18 gap_ev=9.43
C 0.35 0.65 0.14
C 1.10 1.28 0.95
C 2.07 -0.02 0.56
C -1.04 -0.98 -0.82
C -0.97 0.12 -0.13
N 2.41 0.95 1.33
H -2.05 -1.25 -1.11
H -0.06 -1.61 -1.10
H -1.81 0.86 0.17



*iv*
9
Properties=species:S:1:pos:R:3 method="wB97M-V/def2-TZVPD" smiles="C1=C2CC=NC=12" e_homo_ev=-8.56 gap_ev=8.24
C 1.95 1.00 -1.00
C 0.50 0.75 -0.83
C -0.79 0.02 -0.41
C -0.33 -0.55 0.92
N 0.90 -0.24 1.23
C 1.33 0.61 0.25
H -1.76 0.62 -0.53
H -0.96 -0.94 -1.07
H -0.84 -1.28 1.44



What should be chosen as the most stable of them? Choose *iv*.



*i*
9
Properties=species:S:1:pos:R:3 method="wB97M-V/def2-TZVPD" e_homo_ev=-9.58 gap_ev=9.18
C -2.00 -1.40 0.75
C -0.68 0.79 -0.21
C 2.60 0.45 -0.64
C -1.23 -0.42 0.74
C -0.22 0.71 0.98
N 2.67 -0.56 -0.13
H -2.45 -2.33 0.73
H -0.97 1.41 -1.05
H 2.28 1.34 -1.18



*ii*
9
Properties=species:S:1:pos:R:3 method="wB97M-V/def2-TZVPD" e_homo_ev=-10.11 gap_ev=9.49
C -0.88 -0.28 -0.16
C 0.16 -1.12 0.09
C 0.36 2.06 -0.06
C -0.55 1.17 -0.13
C 1.49 -0.77 0.01
N 2.59 -0.47 -0.11
H -1.97 -0.39 -0.15
H 0.05 -2.13 0.21
H -1.25 1.91 0.30



What should be chosen as the most stable of them? Choose *ii*.



*i*
75
Properties=species:S:1:pos:R:3 method="wB97M-V/def2-TZVPD" e_homo_ev="-5.86 / -8.53" gap_ev="5.41 / 7.76" spin_multiplicity=6
Ru 0.98 -1.39 0.60
B 1.56 -4.25 2.86
N 0.10 -3.80 2.59
C -0.93 -4.38 3.22
C -2.04 -3.54 3.12
C -1.57 -2.46 2.39
N -0.28 -2.62 2.07
N 2.52 -3.98 1.66
C 3.61 -4.72 1.46
C 4.57 -3.94 0.85
C 3.96 -2.70 0.71
N 2.72 -2.73 1.19
H 1.57 -5.42 3.11
H 1.97 -3.57 3.79
H -0.81 -5.33 3.71
H -3.02 -3.70 3.52
H -2.11 -1.57 2.11
H 3.66 -5.75 1.77
H 5.57 -4.22 0.55
H 4.37 -1.79 0.30
N 1.99 -0.25 2.50
C 2.84 0.79 2.00
C 4.16 0.91 2.43
C 4.95 1.93 1.93
C 4.44 2.85 1.03
C 3.13 2.71 0.58
C 2.34 1.68 1.06
H 2.49 -0.92 3.07
H 1.19 0.10 3.01
H 4.56 0.19 3.14
H 5.98 2.01 2.27
H 5.05 3.66 0.67
H 2.74 3.40 -0.15
H 1.33 1.54 0.69
C 1.40 -0.68 -1.50
C 0.67 0.27 -1.97
C -0.21 1.19 -2.48
C -0.29 2.52 -1.99
C -1.18 3.42 -2.53
C -2.03 3.04 -3.57
C -1.97 1.74 -4.07
C -1.09 0.82 -3.54
H 0.38 2.81 -1.19
H -1.23 4.43 -2.14
H -2.72 3.76 -3.99
H -2.61 1.45 -4.89
H -1.04 -0.19 -3.93
S -5.42 0.49 0.65
C -3.67 0.22 0.49
C -2.76 0.94 1.26
C -1.41 0.74 1.07
N -0.90 -0.14 0.19
C -1.79 -0.84 -0.54
C -3.15 -0.70 -0.43
C -5.46 2.03 -0.27
C -5.62 2.00 -1.65
C -5.59 3.20 -2.33
N -5.40 4.38 -1.75
C -5.25 4.39 -0.43
C -5.27 3.25 0.36
H -3.11 1.67 1.98
H -0.69 1.34 1.62
H -1.36 -1.52 -1.27
H -3.82 -1.27 -1.06
H -5.77 1.06 -2.16
H -5.72 3.22 -3.41
H -5.10 5.37 0.03
H -5.16 3.31 1.44
F 2.91 -2.39 -2.08
C 2.70 -1.06 -2.15
F 3.76 -0.45 -1.54
C 2.82 -0.71 -3.65
F 4.01 -1.07 -4.13
F 2.68 0.61 -3.87
F 1.88 -1.35 -4.36



*ii*
75
Properties=species:S:1:pos:R:3 method="wB97M-V/def2-TZVPD" e_homo_ev="-5.67 / -8.74" gap_ev="5.71 / 5.56" spin_multiplicity=6
Ru -0.04 0.02 0.38
B 2.55 0.13 3.04
N 1.02 0.00 3.33
C 0.50 -0.40 4.49
C -0.84 -0.07 4.53
C -1.08 0.55 3.31
N 0.06 0.61 2.59
N 2.87 0.00 1.49
C 4.12 -0.08 1.04
C 4.12 -0.06 -0.35
C 2.79 0.03 -0.68
N 2.04 0.07 0.43
H 3.11 -0.77 3.62
H 2.93 1.22 3.40
H 1.13 -0.89 5.23
H -1.54 -0.25 5.33
H -1.99 0.95 2.90
H 4.94 -0.13 1.74
H 4.97 -0.11 -1.01
H 2.32 0.06 -1.65
N -0.51 0.19 -2.28
C -0.54 -0.91 -3.20
C 0.59 -1.28 -3.90
C 0.55 -2.39 -4.74
C -0.62 -3.11 -4.90
C -1.76 -2.72 -4.20
C -1.72 -1.63 -3.35
H 0.14 0.91 -2.55
H -1.43 0.59 -2.16
H 1.51 -0.72 -3.78
H 1.45 -2.68 -5.28
H -0.65 -3.97 -5.55
H -2.68 -3.28 -4.31
H -2.61 -1.33 -2.79
C 0.02 1.94 -0.13
C 0.08 3.15 -0.31
C 0.13 4.57 -0.46
C 0.17 5.37 0.69
C 0.22 6.75 0.56
C 0.23 7.34 -0.70
C 0.20 6.55 -1.84
C 0.15 5.17 -1.73
H 0.16 4.90 1.66
H 0.25 7.37 1.45
H 0.27 8.42 -0.79
H 0.20 7.01 -2.82
H 0.12 4.54 -2.61
S -6.66 -0.45 0.04
C -4.93 -0.22 0.26
C -4.22 0.84 -0.37
C -2.88 0.92 -0.28
N -2.09 -0.04 0.39
C -2.81 -1.01 1.11
C -4.16 -1.12 1.06
C -6.63 -1.16 -1.61
C -6.27 -2.48 -1.80
C -6.20 -2.97 -3.10
N -6.47 -2.24 -4.19
C -6.83 -0.98 -3.98
C -6.93 -0.39 -2.72
H -4.76 1.60 -0.92
H -2.35 1.76 -0.72
H -2.24 -1.69 1.71
H -4.64 -1.92 1.61
H -6.04 -3.12 -0.96
H -5.91 -4.00 -3.28
H -7.05 -0.39 -4.87
H -7.22 0.65 -2.61
F -0.19 -2.37 1.62
C 0.22 -2.14 0.31
F 1.52 -2.51 0.25
C -0.49 -3.19 -0.56
F -0.39 -4.38 0.02
F 0.10 -3.24 -1.76
F -1.78 -2.90 -0.72



What should be chosen as the most stable of them? Choose *i*.



*i*
7
Properties=species:S:1:pos:R:3 method="wB97M-V/def2-TZVPD" e_homo_ev=-9.37 gap_ev=9.52
N -0.49 0.04 -0.86
O 0.72 -0.75 -0.62
S -1.24 0.22 0.64
S 1.79 0.14 0.33
H -1.06 -0.88 -1.75
H -1.15 1.49 0.54
H 1.44 -0.25 1.72



*ii*
7
Properties=species:S:1:pos:R:3 method="wB97M-V/def2-TZVPD" e_homo_ev=-9.29 gap_ev=9.49
N 0.66 -0.08 -0.03
O -0.14 0.27 -1.11
S 0.64 1.07 1.21
S -1.38 -0.83 -1.37
H 2.01 -0.20 -0.49
H 0.42 0.15 2.16
H -2.20 -0.38 -0.39



What should be chosen as the most stable of them? Choose *ii*.



*i*
18
Properties=species:S:1:pos:R:3 method="wB97M-V/def2-TZVPD" e_homo_ev="-12.22 / -11.11" gap_ev="8.29 / 7.59" charge=+1
C 4.23 -2.08 -1.48
C -1.27 1.42 0.17
N -1.18 0.65 -0.80
N 1.79 -0.02 0.07
N -1.74 -1.93 -1.04
N -0.79 2.60 0.36
O 1.27 0.54 0.95
H 4.92 -2.72 -0.95
H 4.04 -0.99 -1.32
H -1.68 1.03 1.05
H -1.44 -0.42 -0.92
H -0.67 0.92 -1.67
H -2.78 -2.07 -1.25
H -1.62 -2.51 -0.27
H -1.37 -2.40 -1.83
H 3.91 -2.48 -2.51
H -0.29 3.24 -0.20
H -1.33 3.08 1.11



*ii*
18
Properties=species:S:1:pos:R:3 method="wB97M-V/def2-TZVPD" e_homo_ev=-14.02 gap_ev=10.95 charge=+1
C 1.77 -1.44 0.41
C 0.61 -0.52 -0.04
N -0.54 -1.09 -0.29
N 1.96 1.35 0.13
N 0.82 0.79 -0.25
N -0.41 1.60 -0.45
O -3.01 0.12 0.50
H 2.15 -1.94 -0.50
H 1.33 -2.23 1.16
H 2.61 -0.82 0.65
H -0.72 -2.11 0.06
H -1.32 -0.49 -0.46
H 1.93 1.88 1.09
H 2.44 1.95 -0.54
H -0.13 2.51 -0.82
H -3.47 -0.58 0.96
H -0.92 1.69 0.35
H -3.70 0.74 0.62



What should be chosen as the most stable of them? Choose *ii*.



*i*
18
Properties=species:S:1:pos:R:3 method="wB97M-V/def2-TZVPD" smiles=N#CC(O)(O)c1ccccc1 e_homo_ev=-9.76 gap_ev=10.24
N -0.95 1.78 -2.56
C -0.29 0.82 -2.42
C 0.43 -0.29 -1.72
O -0.09 -1.51 -2.18
O 1.84 -0.43 -2.00
C 0.11 0.01 -0.17
C -0.91 -0.77 0.33
C -1.33 -0.70 1.65
C -0.63 0.16 2.50
C 0.49 0.90 2.07
C 0.75 0.82 0.73
H 0.65 -2.18 -2.05
H 2.09 0.47 -2.11
H -1.38 -1.36 -0.48
H -2.17 -1.30 2.12
H -0.89 0.25 3.49
H 0.74 1.85 2.48
H 1.53 1.48 0.33



*ii*
18
Properties=species:S:1:pos:R:3 method="wB97M-V/def2-TZVPD" e_homo_ev=-9.58 gap_ev=9.53
C -5.16 1.46 0.37
C -4.15 0.90 0.66
C -2.96 0.24 0.99
C -1.96 -0.32 1.28
C -0.77 -0.98 1.61
C 2.52 0.27 -1.70
C 1.22 -0.06 -0.94
C 3.12 0.38 -0.30
H -6.10 2.04 0.15
H 2.71 -0.74 -3.34
H 2.49 1.22 -2.25
H 0.34 0.53 -1.17
H 0.98 -1.12 -0.97
H 3.66 1.31 -0.04
H 3.75 -0.50 -0.05
N 0.21 -1.53 1.89
O 3.11 -0.75 -2.47
O 1.82 0.33 0.30



What should be chosen as the most stable of them? Choose *i*.



*i*
9
Properties=species:S:1:pos:R:3 method="wB97M-V/def2-TZVPD" e_homo_ev=-11.73 gap_ev=11.54
C -0.03 -0.11 -0.10
C -1.64 0.09 -0.05
C -2.33 -1.10 -0.24
N -2.82 -2.11 -0.41
N -2.43 1.05 0.18
F -1.90 2.36 0.44
H 0.31 -1.14 0.07
H 0.72 0.54 0.44
H 0.21 0.15 -1.11



*ii*
9
Properties=species:S:1:pos:R:3 method="wB97M-V/def2-TZVPD" smiles=Fc1c[nH]cn1 e_homo_ev=-8.73 gap_ev=9.51
F -1.26 -1.02 1.91
C -0.63 -0.36 0.98
C -0.28 -0.90 -0.28
N 0.38 0.12 -0.92
C 0.54 1.14 -0.04
N -0.14 0.91 1.09
H -0.61 -1.83 -0.70
H 0.90 -0.08 -1.81
H 1.11 2.02 -0.22



What should be chosen as the most stable of them? Choose *ii*.